[1]
This record from the Open Molecules 2025 dataset describes a cluster of 3 separate species, C5H11NO2 in total. The level of theory is ωB97M-V with the def2-TZVPD basis set.

Structure (SMILES): Cc1ccc[nH]1.O.O
Lowest unoccupied orbital energy (eV): 0.80
DFT total energy (eV): -10948.1888
Largest force on an atom (eV/A): 0.8

The geometry in ORCA input format:
```
! wB97M-V def2-TZVPD RIJCOSX def2/J DEFGRID3
* xyz 0 1
C 2.0516 -1.9431 -2.2922
C 1.8265 -1.0832 -1.1077
C 0.7893 -0.2690 -0.7694
C 1.0824 0.2982 0.5044
C 2.2901 -0.1985 0.8987
N 2.7427 -1.0278 -0.0948
H 3.0737 -1.9006 -2.6613
H 1.8356 -2.9908 -2.0796
H 1.4575 -1.6822 -3.1710
H 0.0148 0.0294 -1.4496
H 0.5430 1.0479 1.0633
H 2.8073 -0.1007 1.8466
H 3.4856 -1.6770 0.0953
O -2.6085 -0.4310 0.7550
H -2.3583 -1.3664 0.6744
H -2.2094 -0.0416 -0.0303
O -5.4919 3.9259 1.5642
H -5.5825 2.9978 1.3322
H -5.1923 3.9465 2.4774
*
```

---

[2]
This record from the Open Molecules 2025 dataset describes the molecule C5H11NO2 in a non-equilibrium geometry. The level of theory is ωB97M-V with the def2-TZVPD basis set.

Structure (SMILES): C[C@@H](N)CCC(=O)O
Lowest unoccupied orbital energy (eV): 0.78
DFT total energy (eV): -10947.5545
Largest force on an atom (eV/A): 4.1

The geometry in ORCA input format:
```
! wB97M-V def2-TZVPD RIJCOSX def2/J DEFGRID3
* xyz 0 1
C 2.1532 -0.4723 -1.1226
C 0.7197 -0.7230 -0.5105
N 0.4808 -2.0757 -0.2931
C 0.3666 0.2676 0.6821
C -1.1881 0.2928 0.8136
C -1.7273 1.6366 0.3731
O -1.2778 2.4884 -0.3540
O -2.8778 1.7917 1.0698
H 2.6658 0.4987 -0.9150
H 2.7927 -1.3632 -1.1294
H 1.8796 -0.3679 -2.2271
H 0.0975 -0.3244 -1.2421
H -0.3029 -2.3838 0.2393
H 1.1111 -2.8114 -0.2921
H 0.8766 -0.0247 1.6724
H 0.5981 1.2881 0.1827
H -1.4256 0.0450 1.9229
H -1.6379 -0.4281 0.2321
H -3.3042 2.6657 0.8978
*
```

---

[3]
This record from the Open Molecules 2025 dataset describes the molecule C5H11NO2 in a non-equilibrium geometry. The level of theory is ωB97M-V with the def2-TZVPD basis set.

Structure (SMILES): C[N+](C)(C)CC(=O)[O-]
Lowest unoccupied orbital energy (eV): 0.10
DFT total energy (eV): -10944.9199
Largest force on an atom (eV/A): 3.9

The geometry in ORCA input format:
```
! wB97M-V def2-TZVPD RIJCOSX def2/J DEFGRID3
* xyz 0 1
C -1.4732 0.2705 -0.2387
N -0.0498 -0.3030 0.0680
C 0.4049 0.0253 1.5197
C -0.2083 -1.8202 -0.2712
C 0.9291 0.3715 -0.7749
C 0.9118 1.9414 -0.5114
O 1.5279 2.3524 0.4732
O 0.2071 2.5484 -1.4314
H -2.2186 -0.5809 0.0438
H -1.4850 0.3702 -1.4798
H -1.5155 1.2729 0.2423
H 1.2592 -0.5746 1.6560
H 0.7456 1.0562 1.8748
H -0.3675 -0.3690 2.2552
H 0.5371 -2.6343 0.3267
H -1.2789 -2.1604 -0.0494
H -0.3154 -1.8563 -1.3919
H 0.4682 0.2290 -1.7453
H 1.9213 -0.1392 -0.5658
*
```

---

[4]
This record from the Open Molecules 2025 dataset describes the molecule C5H11NO2 in a non-equilibrium geometry. The level of theory is ωB97M-V with the def2-TZVPD basis set.

Structure (SMILES): CCN(C=O)CCO
Lowest unoccupied orbital energy (eV): 0.80
DFT total energy (eV): -10947.4104
Largest force on an atom (eV/A): 2.3

The geometry in ORCA input format:
```
! wB97M-V def2-TZVPD RIJCOSX def2/J DEFGRID3
* xyz 0 1
C -0.6270 1.1528 -1.7593
C -0.8359 0.9110 -0.2413
N -0.5516 -0.4320 0.2174
C -1.5951 -1.3463 0.3024
O -1.6079 -2.3541 0.9307
C 0.8129 -0.8996 0.1003
C 1.8234 -0.1888 0.9656
O 1.4331 0.1900 2.2773
H 0.0191 2.0332 -1.8442
H -1.6063 1.3223 -2.1792
H -0.0522 0.3829 -2.2613
H -1.8019 1.3165 0.0789
H -0.2689 1.5896 0.4169
H -2.4107 -0.9319 -0.3258
H 0.8026 -1.9951 0.1510
H 1.1835 -0.8129 -0.9320
H 2.7693 -0.7013 1.1234
H 1.9744 0.7606 0.4341
H 0.5390 0.0030 2.5452
*
```

---

[5]
This record from the Open Molecules 2025 dataset describes the molecule C5H11NO2 in a non-equilibrium geometry. The level of theory is ωB97M-V with the def2-TZVPD basis set.

Structure (SMILES): CC(=O)NC[C@H](C)O
Lowest unoccupied orbital energy (eV): 0.78
DFT total energy (eV): -10948.3656
Largest force on an atom (eV/A): 1.7

The geometry in ORCA input format:
```
! wB97M-V def2-TZVPD RIJCOSX def2/J DEFGRID3
* xyz 0 1
C -0.4664 2.5588 -0.2887
C -0.0833 1.7567 0.8905
O -0.2759 2.0931 2.0453
N 0.5413 0.5479 0.6756
C 0.6215 -0.2541 -0.5281
C -0.0494 -1.6574 -0.3549
C 0.8529 -2.8455 -0.7565
O -1.1681 -1.6372 -1.2434
H -1.5494 2.5604 -0.4353
H -0.0063 2.2312 -1.2187
H -0.2012 3.6103 -0.1761
H 0.9637 0.1358 1.4895
H 0.1188 0.2077 -1.3694
H 1.6834 -0.3918 -0.7568
H -0.3278 -1.7300 0.7006
H 1.9154 -2.6346 -0.8866
H 0.7626 -3.6706 -0.0427
H 0.5287 -3.2522 -1.7138
H -1.8467 -2.1947 -0.8850
*
```

---

[6]
This record from the Open Molecules 2025 dataset describes the molecule C5H11NO2 in a non-equilibrium geometry. The level of theory is ωB97M-V with the def2-TZVPD basis set.

Structure (SMILES): CCCCNC(=O)O
Lowest unoccupied orbital energy (eV): 0.64
DFT total energy (eV): -10946.4527
Largest force on an atom (eV/A): 7.5

The geometry in ORCA input format:
```
! wB97M-V def2-TZVPD RIJCOSX def2/J DEFGRID3
* xyz 0 1
C 3.2800 0.7667 -1.7670
C 2.3072 0.3954 -0.4611
C 1.0009 1.1015 -0.4888
C -0.0389 0.1388 -0.6076
N -0.6192 -0.1930 0.7283
C -1.8360 -0.6190 1.0213
O -2.2071 -0.7186 2.1683
O -2.5229 -0.9685 -0.0575
H 3.0218 0.0656 -2.5486
H 4.2738 0.7244 -1.2939
H 3.1113 1.6534 -2.3000
H 2.2106 -0.5856 -0.4536
H 2.9947 0.7995 0.1981
H 0.8402 1.8686 -1.2806
H 0.9278 1.8589 0.3029
H -0.8710 0.6635 -1.2278
H 0.2792 -0.9919 -0.8941
H 0.0987 -0.0205 1.4501
H -2.9914 -1.8884 -0.1184
*
```

---

[7]
This record from the Open Molecules 2025 dataset describes the ion C5H11NO2 with charge +1 in a non-equilibrium geometry. The level of theory is ωB97M-V with the def2-TZVPD basis set.

Lowest unoccupied orbital energy (spin up / spin down) (eV): -3.43 / -9.04
DFT total energy (eV): -10938.8544
Largest force on an atom (eV/A): 3.4
⟨S²⟩: 0.772

The geometry in ORCA input format:
```
! wB97M-V def2-TZVPD RIJCOSX def2/J DEFGRID3
* xyz 1 2
C -0.9698 -0.3296 -0.6832
N -0.1478 -0.8827 0.4051
C 0.9821 -1.6576 0.2836
O 1.1535 -2.5451 -0.7158
O 1.8729 -1.5649 1.1048
C -1.4864 1.0830 -0.4519
C -0.2672 2.1266 -0.1737
C -0.9681 3.3466 0.4214
H -1.8182 -1.0168 -0.8168
H -0.3144 -0.5686 -1.5196
H -0.4663 -0.4823 1.2831
H 2.0721 -2.8496 -0.6465
H -1.8655 1.3419 -1.4338
H -2.3036 1.0387 0.2556
H 0.1836 2.2999 -1.1703
H 0.5726 1.6454 0.4785
H -1.1218 3.9400 -0.4935
H -0.2944 3.9934 1.0323
H -1.9518 3.2691 0.9137
*
```

---

[8]
This record from the Open Molecules 2025 dataset describes a cluster of 2 separate species, C5H11NO2 in total in a non-equilibrium geometry. The level of theory is ωB97M-V with the def2-TZVPD basis set.

Lowest unoccupied orbital energy (spin up / spin down) (eV): -4.32 / -8.02
DFT total energy (eV): -10937.8944
Largest force on an atom (eV/A): 2.8
⟨S²⟩: 0.758

The geometry in ORCA input format:
```
! wB97M-V def2-TZVPD RIJCOSX def2/J DEFGRID3
* xyz 1 2
O -1.5767 1.2450 1.1176
C -1.0531 0.8388 0.1654
C -0.1230 1.6786 -0.7349
C 0.9718 0.7742 -1.2470
C 0.4018 -0.4561 -1.9011
C 0.5293 -2.1026 -0.2155
N -0.1891 -1.2844 -0.8524
H -1.1833 -0.2145 -0.3083
H 0.3039 2.5600 -0.2650
H -0.6734 2.0070 -1.6041
H 1.7566 0.5474 -0.5100
H 1.7130 1.3621 -1.7873
H -0.3751 -0.1191 -2.5657
H 1.1099 -0.9933 -2.5324
H 1.6133 -2.2605 -0.3023
H 0.0536 -2.6986 0.5649
H -0.1318 -1.0629 2.9722
H 0.8786 0.1369 2.9991
O 0.7928 -0.8098 2.8458
*
```

---

[9]
This record from the Open Molecules 2025 dataset describes a cluster of 2 separate species, C5H11NO2S in total in a non-equilibrium geometry. The level of theory is ωB97M-V with the def2-TZVPD basis set.

Lowest unoccupied orbital energy (spin up / spin down) (eV): -2.23 / -1.53
DFT total energy (eV): -21776.7938
Largest force on an atom (eV/A): 4.8

The geometry in ORCA input format:
```
! wB97M-V def2-TZVPD RIJCOSX def2/J DEFGRID3
* xyz 0 1
C 1.1878 -1.4311 1.4572
C -0.9477 -0.6597 0.3617
C 1.1311 -0.6009 -0.8429
C -0.4811 3.0306 -1.6434
C 0.5891 -0.3016 0.5941
N -1.5986 2.3209 -2.0825
O -1.4811 1.3273 -2.7815
O -2.6444 2.7787 -1.5896
S 0.5886 1.3609 1.2922
H 2.1837 -1.1618 1.8658
H 0.5548 -1.7001 2.4324
H 1.3358 -2.3605 0.8890
H -1.6379 0.0810 -0.0099
H -1.3806 -0.9940 1.3394
H -1.0071 -1.5580 -0.3130
H 0.3877 -0.0110 -1.4792
H 2.1797 -0.1337 -1.0696
H 1.0359 -1.6391 -1.0389
H -0.6097 4.0430 -1.6272
H 0.3960 2.5654 -1.2145
*
```

---

[10]
This record from the Open Molecules 2025 dataset describes a cluster of 2 separate species, C5H11NO3 in total in a non-equilibrium geometry. The level of theory is ωB97M-V with the def2-TZVPD basis set.

Structure (SMILES): C/C(O)=C(/C)NO.C=O
Lowest unoccupied orbital energy (spin up / spin down) (eV): 0.44 / 0.44
DFT total energy (eV): -12991.4543
Largest force on an atom (eV/A): 1.6

The geometry in ORCA input format:
```
! wB97M-V def2-TZVPD RIJCOSX def2/J DEFGRID3
* xyz 0 1
C -0.5745 -0.9231 -1.7445
C -0.7553 0.1922 -0.7652
O -1.9908 0.7555 -0.7677
C 0.1967 0.9038 -0.0623
C -0.2529 2.0128 0.8518
N 1.4632 0.4831 0.2129
O 2.0336 -0.3622 -0.7862
H 0.3546 -1.4542 -1.5897
H -0.5900 -0.5238 -2.7629
H -1.3999 -1.6284 -1.6265
H -2.6117 0.1621 -1.2058
H 0.5622 2.3266 1.5013
H -0.5904 2.8720 0.2699
H -1.0926 1.6836 1.4657
H 1.2400 -0.3676 1.1323
H 2.9643 -0.1090 -0.7675
C 0.3573 -1.4118 1.6185
O -0.7524 -1.2155 1.0342
H 0.9831 -2.2670 1.3107
H 0.4556 -1.1291 2.6810
*
```

---

[11]
This record from the Open Molecules 2025 dataset describes a cluster of 2 separate species, C5H11NO3 in total. The level of theory is ωB97M-V with the def2-TZVPD basis set.

Lowest unoccupied orbital energy (eV): 0.76
DFT total energy (eV): -12994.3963
Largest force on an atom (eV/A): 0.6

The geometry in ORCA input format:
```
! wB97M-V def2-TZVPD RIJCOSX def2/J DEFGRID3
* xyz 0 1
C 0.6245 1.4208 0.8372
C -1.5626 -0.7843 0.3384
C -0.5378 -1.7809 -0.1834
C 1.0219 2.4875 -0.1762
C 0.0471 -1.3278 -1.4870
N -1.8291 -0.9932 1.5972
O -0.6693 -1.7367 -2.5347
O 1.5960 0.4150 0.9754
O 1.0494 -0.6660 -1.6142
H -0.3011 -1.3840 -3.3606
H 1.7344 0.0368 0.0905
H 0.5038 1.8615 1.8316
H -0.3409 0.9722 0.5315
H -1.3676 -1.6868 2.1938
H -2.5101 -0.4074 2.0580
H -1.0857 -2.7100 -0.3604
H 0.2660 -1.9496 0.5417
H 1.1482 2.0311 -1.1554
H 1.9616 2.9514 0.1152
H 0.2513 3.2505 -0.2386
*
```

---

[12]
This record from the Open Molecules 2025 dataset describes a cluster of 2 separate species, C5H11NO3 in total in a non-equilibrium geometry. The level of theory is ωB97M-V with the def2-TZVPD basis set.

Structure (SMILES): CC/C=[N+](/[O-])O.CC=O
Lowest unoccupied orbital energy (eV): 0.52
DFT total energy (eV): -12991.1204
Largest force on an atom (eV/A): 4.3

The geometry in ORCA input format:
```
! wB97M-V def2-TZVPD RIJCOSX def2/J DEFGRID3
* xyz 0 1
C 0.0790 0.8677 2.3060
C -0.6261 -0.2290 1.5727
C -0.9457 0.2450 0.1447
N -1.5353 -0.4274 -0.7494
O -1.9499 -0.1228 -1.9069
O -2.1215 -1.6510 -0.2826
H 0.3497 0.6176 3.3007
H -0.4925 1.7507 2.6280
H 0.8526 1.2137 1.6828
H 0.1009 -1.0567 1.5338
H -1.4465 -0.6939 2.1409
H -0.5218 1.2371 -0.0373
H -2.8271 -1.8823 -0.8570
C 1.6755 0.4255 -2.1629
C 1.4933 -0.5453 -0.9811
O 1.5098 -1.7349 -1.1214
H 0.9497 0.1262 -2.9227
H 2.6998 0.4424 -2.5124
H 1.5855 1.5160 -1.7795
H 1.1706 -0.0987 0.0037
*
```

---

[13]
This record from the Open Molecules 2025 dataset describes a structure of composition C5H11NO3 in a non-equilibrium geometry. The level of theory is ωB97M-V with the def2-TZVPD basis set.

Lowest unoccupied orbital energy (spin up / spin down) (eV): -0.60 / -0.60
DFT total energy (eV): -12992.0413
Largest force on an atom (eV/A): 6.8

The geometry in ORCA input format:
```
! wB97M-V def2-TZVPD RIJCOSX def2/J DEFGRID3
* xyz 0 1
C -1.9241 0.7567 0.8876
C -0.7776 1.1030 -0.0451
O -1.2604 1.1165 -1.3398
O -0.0445 2.1263 0.2571
H -0.6081 1.6328 -1.8432
H -2.5965 1.6149 0.9182
H -1.5382 0.5696 1.8889
H -2.4837 -0.1028 0.5149
C 1.1077 -0.7022 -1.3767
C -0.0412 -1.6991 0.6474
C 0.5513 -0.4487 0.0100
O 2.4380 0.7555 0.3799
N 1.2980 0.2762 0.9103
H 2.7597 1.3903 1.0442
H 1.7315 -1.5989 -1.3970
H 0.2772 -0.8783 -2.0615
H -0.9028 -2.0191 0.0581
H -0.3555 -1.5111 1.6740
H 0.6931 -2.5082 0.6689
H 1.6760 0.1264 -1.7962
*
```